{"formula": "C52H74N4O12P2S4Ti", "method": "ωB97M-V/def2-TZVPD", "symbols": ["Ti", "C", "O", "C", "C", "O", "C", "H", "H", "H", "H", "H", "H", "H", "H", "H", "H", "C", "C", "C", "O", "P", "O", "C", "P", "O", "O", "C", "C", "C", "O", "C", "C", "C", "O", "C", "C", "C", "H", "H", "H", "H", "H", "H", "H", "H", "H", "H", "H", "H", "H", "H", "H", "H", "H", "H", "H", "H", "H", "H", "H", "H", "H", "H", "H", "H", "H", "H", "C", "C", "C", "C", "C", "C", "C", "S", "O", "O", "N", "C", "C", "C", "C", "C", "C", "C", "C", "N", "C", "H", "H", "H", "H", "H", "H", "H", "H", "H", "H", "H", "H", "H", "O", "C", "C", "C", "C", "C", "S", "C", "C", "C", "C", "S", "C", "C", "C", "C", "S", "H", "H", "H", "H", "H", "H", "H", "H", "H", "C", "N", "C", "C", "C", "N", "C", "C", "O", "H", "H", "H", "H", "H", "H", "H", "H", "H", "H", "H", "H"], "coordinates": [[-0.09912, -0.62956, 0.76079], [-2.38012, -3.30186, 3.53379], [-1.48562, -3.14726, 2.44659], [-1.09622, -4.39836, 1.91709], [-0.42742, -4.21176, 0.54269], [0.39668, -3.05036, 0.50639], [1.76338, -3.29466, 0.17959], [-1.95962, -3.95266, 4.30669], [-3.33042, -3.73296, 3.19359], [-2.55312, -2.31096, 3.94869], [-1.97752, -5.04756, 1.79789], [-0.40532, -4.88476, 2.61889], [-1.19672, -4.10856, -0.22881], [0.15418, -5.11576, 0.32309], [1.92278, -3.23226, -0.90471], [2.08838, -4.27986, 0.53229], [2.35468, -2.51556, 0.66829], [3.17958, 0.17934, -4.62651], [3.72228, -0.03026, -3.21701], [4.72628, -1.17266, -3.16631], [2.63938, -0.33676, -2.30511], [2.32168, 0.55824, -1.02351], [1.51318, -0.40276, -0.20111], [1.48678, 2.00194, -1.80031], [-0.19652, 1.41494, -2.13901], [-0.75152, 0.50214, -1.11641], [-1.21832, 2.62924, -2.22181], [-1.12692, 3.93004, -2.85471], [-0.54092, 3.86554, -4.25561], [-2.53362, 4.52334, -2.85941], [0.02088, 0.82214, -3.59401], [-0.84612, -0.12666, -4.25101], [-1.69872, 0.57944, -5.29731], [0.01008, -1.21166, -4.88931], [3.77408, 0.84074, -0.51531], [4.47178, 1.94704, 0.10159], [5.87738, 1.44644, 0.41189], [4.52428, 3.15414, -0.82541], [3.92068, 0.69894, -5.22871], [2.26248, 0.76104, -4.60221], [2.96728, -0.77736, -5.09421], [4.21128, 0.88654, -2.87031], [4.24048, -2.10406, -3.44261], [5.12818, -1.26806, -2.16221], [5.53948, -0.98436, -3.86121], [2.01428, 2.23394, -2.72181], [1.46298, 2.86744, -1.14841], [-0.47992, 4.55314, -2.22481], [-1.22102, 3.35974, -4.93361], [0.40768, 3.33624, -4.24941], [-0.37612, 4.87494, -4.62411], [-3.18032, 3.96674, -3.53261], [-2.49392, 5.55764, -3.19421], [-2.96552, 4.49614, -1.86311], [-1.48112, -0.56356, -3.48221], [-1.06492, 1.08434, -6.02381], [-2.36542, 1.30514, -4.83531], [-2.29632, -0.15806, -5.82961], [0.56998, -0.81566, -5.73241], [-0.64422, -2.00306, -5.24581], [0.70448, -1.60636, -4.15401], [3.94328, 2.20384, 1.02359], [6.42718, 1.24144, -0.50381], [5.83808, 0.53804, 1.00429], [6.41068, 2.20784, 0.97509], [4.91938, 2.88104, -1.80361], [5.18468, 3.89954, -0.38961], [3.54178, 3.59864, -0.94671], [-1.19642, 7.89794, 2.10039], [-0.66312, 6.50924, 1.97739], [0.09678, 5.94534, 2.99839], [0.53038, 4.63274, 2.91819], [0.20568, 3.87384, 1.80659], [-0.50892, 4.42664, 0.75709], [-0.93672, 5.74114, 0.84479], [0.62388, 2.13924, 1.83449], [1.64098, 1.91704, 0.80979], [1.01518, 1.83574, 3.17629], [-0.61612, 1.20914, 1.37439], [-1.92112, 1.39354, 1.74709], [-2.48812, 2.51964, 2.32699], [-3.85742, 2.58504, 2.59889], [-4.69562, 1.53664, 2.33419], [-4.16652, 0.35404, 1.78179], [-4.95712, -0.77976, 1.51019], [-4.36032, -1.88856, 0.97329], [-2.97832, -1.87566, 0.72299], [-2.19512, -0.84586, 0.97959], [-2.77402, 0.27284, 1.48979], [-1.21192, 8.22094, 3.13779], [-2.20332, 7.95304, 1.69539], [-0.56922, 8.59234, 1.54379], [0.32968, 6.53234, 3.87259], [1.08418, 4.16664, 3.71619], [-0.77572, 3.79904, -0.07881], [-1.51082, 6.17524, 0.04059], [-1.88382, 3.36884, 2.58899], [-4.24632, 3.49644, 3.02609], [-5.75012, 1.60644, 2.54659], [-6.01432, -0.74916, 1.72559], [-4.93342, -2.77136, 0.73549], [-2.51162, -2.73696, 0.28139], [0.58508, -1.08646, 2.23509], [1.19458, -1.30766, 3.49689], [0.55758, -0.37846, 4.50469], [1.10448, 0.20704, 5.60399], [0.16958, 0.97534, 6.33409], [-1.06632, 0.95374, 5.77939], [-1.12682, -0.02136, 4.35729], [2.70038, -1.06266, 3.47049], [3.69628, -1.85436, 3.97959], [4.96858, -1.24946, 3.94899], [4.92428, 0.00124, 3.42589], [3.33038, 0.46134, 2.94839], [1.00308, -2.72316, 4.02289], [1.55258, -3.88096, 3.55429], [1.33408, -4.99116, 4.40179], [0.65328, -4.65426, 5.52739], [0.25278, -2.98326, 5.56389], [2.13778, 0.10844, 5.88239], [0.41498, 1.51114, 7.23289], [-1.95522, 1.44554, 6.11779], [3.55648, -2.83466, 4.39559], [5.86348, -1.72556, 4.31229], [5.73838, 0.69394, 3.34539], [2.13018, -3.93236, 2.65419], [1.68378, -5.98566, 4.18529], [0.38728, -5.28116, 6.35439], [-0.11552, -4.19956, -2.86181], [-1.52542, -3.88766, -2.79601], [-2.45052, -4.81376, -3.42041], [-3.44592, -4.04116, -4.27261], [-4.13502, -3.02616, -3.37611], [-3.17602, -2.26836, -2.59011], [-3.64992, -0.96986, -2.16461], [-1.91502, -2.68176, -2.29251], [-1.14592, -2.00826, -1.58771], [0.16838, -4.40886, -3.89621], [0.12068, -5.07206, -2.25061], [0.43368, -3.33146, -2.50301], [-2.97022, -5.39216, -2.64641], [-1.87312, -5.51146, -4.02841], [-4.18492, -4.71026, -4.70711], [-2.91262, -3.53796, -5.07891], [-4.83022, -3.53836, -2.69781], [-4.71522, -2.31796, -3.97431], [-3.89892, -0.36626, -3.04111], [-2.87282, -0.46906, -1.59051], [-4.54692, -1.07826, -1.55231]], "lumo_energy_ev": -5.70, "multiplicity": 1, "relative_energy_kj_mol": 0.0, "gap_ha": 0.2429, "total_charge": 2, "energy_ha": -6272.55159}